No. 1
14
Properties=species:S:1:pos:R:3:forces:R:3:mulliken_spin:R:1 method="wB97M-V/def2-TZVPD" homo_lumo_gap_ev="13.693 / 3.099" largest_force_ev_per_a=3.5 total_energy_ha=-285.622902 charge=+2 e_above_lowest_kcal_mol=40.46 e_lumo_ev="-7.8 / -16.6" multiplicity=2
N 0.416816 -0.413037 -0.698732 2.10 1.61 2.34 0.0079
H 0.038581 0.488681 -0.307897 -0.80 -1.22 -1.00 -0.0002
H 0.122975 -1.178744 0.013119 0.89 0.58 -1.11 -0.0080
H 1.432437 -0.058664 -0.757557 -1.18 -1.95 0.61 0.0025
H 0.196298 -0.706692 -1.624735 -0.99 0.07 -1.02 0.0008
H -2.166698 1.296365 1.448088 1.14 -0.39 0.53 -0.0106
H -2.149884 1.556513 0.086731 -0.99 0.90 -2.47 -0.0122
O -1.521579 1.220132 0.694799 -0.33 -0.25 2.00 0.3684
H -1.146608 -2.463890 1.545934 0.54 -0.93 -2.41 -0.0075
H -0.852702 -3.450983 0.238348 -0.06 -0.59 0.38 -0.0059
O -0.898404 -2.541524 0.548868 -0.45 1.53 2.21 0.2127
H 1.649843 2.190936 -1.046626 1.75 -0.63 1.45 -0.0155
H 2.624498 2.367664 0.224457 0.38 0.44 0.35 -0.0118
O 2.254428 1.693241 -0.364797 -1.99 0.83 -1.86 0.4794



No. 2
70
Properties=species:S:1:pos:R:3:forces:R:3:lowdin_charge:R:1 method="wB97M-V/def2-TZVPD" smiles="CN(C)P(=O)(N(C)C)N(C)C.CN(C)P(=O)(N(C)C)N(C)C.CCO[SiH3]" homo_lumo_gap_ev=9.076 largest_force_ev_per_a=4.7 total_energy_ha=-2086.282660 charge=0 e_lumo_ev=0.6
C 0.801033 3.671947 1.686307 -0.52 -0.15 -0.45 -0.0895
C -0.394954 4.571329 1.991007 0.42 -0.17 0.25 -0.3468
O -1.441494 3.792078 2.573785 0.03 0.31 -0.60 -0.3652
Si -2.536634 3.105270 1.534849 -0.23 -0.40 0.33 0.5815
H 0.663549 3.249020 0.688704 0.12 -0.06 -0.05 0.0558
H 1.757720 4.188136 1.699100 0.04 0.03 0.14 0.0729
H 0.775442 2.826838 2.370302 0.32 0.10 0.26 0.0800
H -0.730790 5.041533 1.063617 -0.09 0.15 0.05 0.0862
H -0.133546 5.361549 2.692032 -0.03 0.00 0.13 0.1089
H -2.210196 3.432241 0.128304 0.02 0.16 0.03 -0.0438
H -2.494361 1.637309 1.671242 -0.04 0.01 0.06 -0.0727
H -3.873314 3.611711 1.912906 -0.04 -0.03 -0.13 -0.0680
O -3.929476 -0.390928 0.122802 1.30 0.43 2.16 -0.2893
P -4.275457 -1.784201 0.474594 -2.81 -1.94 -3.26 0.6043
N -3.382086 -2.756236 -0.576875 0.24 0.09 -0.02 -0.3066
C -3.652871 -4.169760 -0.755128 0.03 -0.23 0.36 -0.1287
C -1.943763 -2.508259 -0.564206 0.09 0.35 -0.05 -0.1272
N -5.932969 -1.897290 -0.009334 0.28 -0.50 -0.24 -0.3244
C -6.250901 -2.359259 -1.355446 0.02 0.00 -0.10 -0.1258
C -6.671097 -0.677674 0.298826 -0.03 0.07 0.18 -0.1478
N -4.411747 -2.837136 1.826007 0.73 1.83 1.14 -0.2891
C -5.719057 -3.245197 2.343956 -0.14 -0.13 -0.04 -0.1251
C -3.560060 -2.385984 2.947828 0.33 -0.16 -0.17 -0.1235
H -3.235641 -4.786801 0.051924 0.02 0.04 0.01 0.0830
H -3.207832 -4.494912 -1.698036 0.02 0.04 0.00 0.0879
H -4.714839 -4.380186 -0.813742 0.01 0.02 0.13 0.0493
H -1.456674 -2.944431 0.320020 0.02 -0.08 -0.07 0.0785
H -1.743839 -1.437930 -0.573524 -0.08 0.01 0.03 0.0710
H -1.482659 -2.939059 -1.454409 -0.06 -0.06 0.00 0.0818
H -5.647648 -1.873575 -2.132136 -0.05 0.00 -0.01 0.0898
H -7.303203 -2.157194 -1.561391 0.01 0.12 0.06 0.0807
H -6.137541 -3.437128 -1.447838 0.03 0.05 -0.06 0.0516
H -6.502784 0.112100 -0.441083 0.04 0.02 0.04 0.0830
H -6.379393 -0.280364 1.272457 0.01 0.00 -0.02 0.0734
H -7.740335 -0.900646 0.337843 0.01 -0.05 -0.02 0.0822
H -6.340605 -2.410794 2.680931 -0.01 0.00 0.01 0.0794
H -5.539608 -3.905078 3.195904 0.09 0.07 0.02 0.0815
H -6.267392 -3.816682 1.602963 -0.02 0.11 -0.08 0.0745
H -3.950390 -1.483833 3.430566 -0.02 -0.04 0.04 0.0843
H -2.551791 -2.165336 2.588946 -0.03 0.04 -0.01 0.0733
H -3.473509 -3.172663 3.696903 -0.03 -0.05 -0.04 0.0780
O 4.867205 -0.671152 -2.688616 -0.39 -2.02 1.55 -0.2767
P 4.855127 0.298778 -1.573277 0.96 4.31 -1.52 0.6033
N 3.428356 1.181571 -1.746434 -0.21 -0.11 -0.11 -0.3036
C 3.183367 2.416000 -1.028400 0.03 0.02 0.47 -0.1314
C 2.212651 0.375137 -1.804726 0.01 -0.27 -0.25 -0.1246
N 6.167974 1.352721 -1.974360 -0.49 0.40 0.14 -0.3255
C 5.900996 2.549163 -2.763928 -0.05 0.05 -0.07 -0.1262
C 7.302712 0.620317 -2.524574 0.11 -0.14 0.09 -0.1490
N 5.066266 0.396414 0.131310 0.26 -2.25 -0.19 -0.2897
C 6.276038 0.977168 0.716330 0.08 0.18 0.04 -0.1259
C 4.780645 -0.898813 0.784542 -0.40 0.07 -0.02 -0.1252
H 2.869270 2.243468 0.009383 0.00 -0.03 -0.01 0.0705
H 2.392067 2.975488 -1.533400 -0.03 -0.09 -0.05 0.0891
H 4.053284 3.063833 -1.006070 0.06 -0.12 0.10 0.0519
H 1.913767 0.005971 -0.812656 -0.07 0.09 0.00 0.0779
H 2.357182 -0.481175 -2.461134 0.08 0.01 0.01 0.0732
H 1.390203 0.967225 -2.209206 0.03 0.08 0.03 0.0824
H 5.269747 2.356196 -3.639928 0.04 0.03 -0.01 0.0899
H 6.848304 2.966880 -3.108584 0.05 -0.12 -0.03 0.0805
H 5.438182 3.330672 -2.164844 -0.03 -0.02 -0.08 0.0515
H 7.168966 0.374073 -3.583215 -0.02 -0.05 0.02 0.0833
H 7.458723 -0.317327 -1.988755 -0.01 0.00 -0.01 0.0732
H 8.209447 1.220726 -2.414828 -0.03 0.04 0.01 0.0820
H 7.196435 0.458271 0.433687 0.01 0.00 0.01 0.0791
H 6.170897 0.921987 1.802422 -0.05 -0.10 -0.02 0.0813
H 6.367681 2.025605 0.453980 0.03 -0.03 -0.13 0.0743
H 5.557917 -1.644961 0.588023 0.02 0.01 0.06 0.0841
H 3.830581 -1.300102 0.423413 0.04 -0.01 -0.04 0.0730
H 4.688722 -0.766661 1.862369 0.00 0.07 0.00 0.0780



No. 3
17
Properties=species:S:1:pos:R:3:forces:R:3:lowdin_charge:R:1 method="wB97M-V/def2-TZVPD" homo_lumo_gap_ev="9.084 / 9.083" largest_force_ev_per_a=3.7 total_energy_ha=-305.863505 charge=0 e_above_lowest_kcal_mol=100.62 e_lumo_ev="0.6 / 0.6"
C 0.022013 1.093986 -0.145729 -0.11 -2.51 -2.14 -0.1674
C -1.519888 1.161884 0.043529 1.52 0.97 3.20 -0.2285
C 0.585573 -0.197072 0.506737 -1.10 0.19 -1.00 -0.3847
C -0.471766 -1.240654 0.372025 -2.18 1.76 -0.05 -0.0717
C 1.874197 -0.657447 -0.134182 2.26 0.34 2.17 -0.0753
N -1.544665 -1.158478 -0.544632 -0.57 -0.01 -0.75 -0.0923
N -2.088542 -0.161246 0.341529 2.26 -1.53 1.17 -0.0162
H 0.353658 1.166331 -1.229718 -0.70 -0.63 0.89 0.1257
H 0.625706 1.815822 0.249789 0.80 2.69 1.39 0.0681
H -1.636668 1.726824 1.088180 -0.35 -0.67 -2.51 0.1435
H -1.938217 1.695487 -0.817939 -0.49 -0.20 0.30 0.1024
H 0.810740 -0.068583 1.546978 -0.28 0.43 0.76 0.1255
H -0.307511 -2.192572 0.883006 -0.61 0.23 0.07 0.1251
H 2.455222 0.199679 -0.496362 -0.26 -0.23 -0.37 0.0775
H 1.661218 -1.374157 -0.875760 0.21 -0.75 -1.19 0.0592
H 2.603423 -1.102587 0.655926 -1.40 0.31 -1.33 0.1121
H -1.484487 -0.707214 -1.443383 1.00 -0.40 -0.63 0.0971



No. 4
18
Properties=species:S:1:pos:R:3:forces:R:3:lowdin_charge:R:1 method="wB97M-V/def2-TZVPD" smiles="Cc1nc2c[nH]ccn-2c1=O" homo_lumo_gap_ev=7.123 largest_force_ev_per_a=7.4 total_energy_ha=-510.297575 charge=0 e_above_lowest_kcal_mol=117.15 e_lumo_ev=-0.1
C 1.128322 -3.118184 -0.069610 -3.26 1.04 -2.51 -0.0102
C 0.625148 -1.696374 0.206001 -0.30 3.80 0.04 -0.1632
C 0.265431 0.464425 0.972623 -2.36 0.91 1.61 -0.1522
C -0.269073 1.568956 1.700419 0.20 -3.83 -6.35 0.0262
C -1.026765 2.552491 -0.528746 -2.71 -2.29 -3.20 -0.1150
C -0.602289 1.404027 -1.267435 -2.59 6.24 2.43 -0.0689
C 0.218279 -0.743853 -0.990316 1.71 -2.08 4.12 -0.3757
H 0.557310 -3.873521 -0.732643 -0.16 1.66 1.46 0.1286
H 1.375966 -3.488194 0.814215 0.58 -2.16 4.05 0.0178
H 2.015844 -3.190617 -0.590208 2.23 1.07 -1.35 0.0538
H -0.152285 1.681487 2.705908 -0.04 0.47 2.51 0.0689
H -1.011347 3.358615 1.394488 -0.69 -0.32 -0.94 0.1131
H -1.934830 3.118896 -1.021676 2.31 -0.61 1.07 0.1280
H -0.892244 1.181564 -2.330562 0.88 0.11 1.41 0.1469
N 0.638914 -0.977101 1.325466 0.08 1.05 -1.86 0.1427
N -1.183568 2.457178 0.911891 2.97 0.51 2.08 -0.0245
N -0.000137 0.550855 -0.435990 1.97 -6.71 -1.92 -0.0152
O 0.247326 -1.250654 -2.063824 -0.83 1.14 -2.65 0.0989



No. 5
21
Properties=species:S:1:pos:R:3:forces:R:3:lowdin_charge:R:1 method="wB97M-V/def2-TZVPD" homo_lumo_gap_ev=8.493 largest_force_ev_per_a=7.7 total_energy_ha=-362.197652 charge=0 e_above_lowest_kcal_mol=241.36 e_lumo_ev=0.5
C -0.958265 3.019472 -0.589547 5.17 1.75 1.53 -0.0931
C 0.218119 2.380448 0.399886 -5.45 -2.12 -0.46 -0.1851
C 0.669673 1.052208 -0.334185 -1.56 0.54 1.02 -0.4985
C 1.768382 0.363262 0.516378 -0.79 0.85 1.48 -0.1154
C 0.144423 -1.205878 -0.148033 -1.32 1.98 -1.35 -0.2385
H -1.572097 3.755181 -0.125253 0.17 1.22 0.49 0.0433
H -0.340205 3.403441 -1.424677 -1.38 -0.31 -0.25 0.0734
H -1.603743 2.248082 -0.642317 -1.83 -2.89 -1.55 0.0002
H -0.624527 2.030294 1.213045 3.15 0.83 -0.72 0.1426
H 1.073964 2.966867 0.625068 0.27 0.85 0.69 0.0726
H 0.578221 1.429825 -1.362272 1.71 -0.77 -0.41 0.1155
H 1.919087 -0.779282 0.376101 0.98 3.65 0.22 0.0046
H 2.723820 0.999172 0.533293 -1.36 -0.98 0.85 0.0856
H 0.828466 0.318811 1.432574 4.05 0.28 -1.16 0.1665
H 1.385215 -1.939569 -0.241563 -4.27 2.23 -0.13 0.2349
H -1.915792 -1.713855 -0.150543 4.46 -1.62 0.74 0.2604
H -0.516287 -4.197775 -0.539935 -0.61 2.07 1.30 0.1052
H -0.867276 -3.845180 1.465500 1.30 1.37 -5.12 0.2329
N -0.445356 0.088087 -0.225293 3.80 -5.17 -0.37 -0.0027
N -0.748866 -2.156805 0.011814 -6.75 2.23 -1.65 -0.2724
N -0.537612 -3.407437 0.181192 0.27 -5.98 4.87 -0.1324



No. 6
52
Properties=species:S:1:pos:R:3:forces:R:3:lowdin_charge:R:1 method="wB97M-V/def2-TZVPD" homo_lumo_gap_ev="7.645 / 7.646" largest_force_ev_per_a=0.7 total_energy_ha=-3241.484295 charge=+2 e_above_lowest_kcal_mol=5.63 e_lumo_ev="-6.3 / -6.2"
Co 0.616589 -0.250547 -0.186812 -0.35 -0.60 -0.28 0.0452
C -1.012644 0.963515 3.467285 -0.01 -0.01 0.03 0.0116
C -0.481457 0.238660 2.281758 0.07 -0.18 -0.03 -0.2502
N -0.350513 0.751880 1.104635 0.10 0.00 0.28 -0.0876
N -0.595391 2.082125 0.937284 -0.09 0.27 -0.21 0.0328
C -0.372232 2.496771 -0.293346 -0.18 -0.42 0.29 -0.7763
N -0.560735 3.784822 -0.575726 -0.06 0.08 -0.05 0.1215
S 0.089060 1.403143 -1.572294 0.39 0.51 0.13 0.7666
C -0.038045 -1.165484 2.368346 -0.23 0.00 -0.15 -0.2128
C -0.178452 -1.948056 3.502018 -0.04 0.01 -0.03 0.0236
C 0.196323 -3.282480 3.446125 0.00 0.00 -0.01 -0.0029
C 0.674109 -3.800485 2.253844 -0.01 -0.02 -0.02 -0.0048
C 0.790053 -2.957578 1.162348 0.08 0.03 0.01 -0.0985
N 0.474651 -1.667178 1.224396 0.44 0.21 0.15 -0.0035
H -1.140148 2.018421 3.251994 0.01 0.00 -0.02 0.0800
H -0.343369 0.843255 4.320167 0.00 0.02 0.00 0.1022
H -1.980102 0.542757 3.753995 0.03 0.04 0.02 0.0849
H -0.910575 4.406793 0.135364 0.03 0.00 0.01 0.1242
H -0.365760 4.147526 -1.492091 0.01 0.00 0.01 0.1069
H -0.587624 -1.524357 4.407994 0.01 0.00 0.00 0.1254
H 0.100028 -3.912460 4.319854 0.00 -0.01 0.00 0.1297
H 0.954117 -4.839649 2.160251 -0.01 0.00 0.01 0.1263
H 1.132014 -3.324601 0.203451 0.04 -0.02 0.02 0.1133
N 2.256034 0.442464 0.728178 0.03 0.15 -0.23 0.0199
C 3.463184 -0.099774 0.043910 -0.12 -0.12 0.05 -0.1633
C 3.164185 -0.128838 -1.435483 -0.11 0.06 -0.02 -0.1870
N 1.890688 -0.885706 -1.610475 0.05 -0.11 0.16 -0.0671
H 2.244930 1.460793 0.738823 0.13 0.00 -0.13 0.1243
H 2.270290 0.150491 1.701406 -0.08 0.05 0.02 0.1184
H 3.604086 -1.119418 0.408369 0.05 0.03 0.05 0.1284
H 4.354753 0.473026 0.293222 0.01 0.03 -0.10 0.1362
H 3.967154 -0.561382 -2.030089 0.06 -0.03 0.10 0.1368
H 2.974555 0.882749 -1.795224 0.05 -0.01 -0.04 0.1073
H 2.051710 -1.891033 -1.624521 0.13 0.03 0.07 0.1127
H 1.511041 -0.661104 -2.527366 -0.08 -0.10 0.01 0.0807
C -5.309892 0.853834 -1.898711 -0.01 0.00 0.01 0.0212
C -4.472397 0.090138 -0.935848 0.04 -0.04 0.02 -0.2189
C -4.830616 -0.239368 0.349048 -0.02 0.00 -0.01 0.0695
C -3.931432 -0.961508 1.137384 0.00 0.01 -0.04 -0.2508
N -2.734070 -1.350130 0.672715 -0.06 0.02 0.04 0.1451
C -2.407429 -1.042012 -0.562096 0.09 0.01 -0.19 -0.6686
S -0.916397 -1.540312 -1.305483 -0.28 0.14 0.00 0.7671
N -3.252280 -0.322781 -1.347114 -0.05 -0.02 0.08 0.1380
C -4.258811 -1.360907 2.534098 -0.01 0.00 0.01 0.0101
H -6.265864 1.113131 -1.453403 0.00 0.01 0.00 0.0999
H -5.491334 0.257702 -2.794597 0.00 0.01 -0.01 0.1102
H -4.800295 1.771659 -2.197397 0.00 0.00 -0.01 0.1065
H -5.794995 0.056868 0.733693 0.00 0.00 0.00 0.1384
H -2.920310 -0.098168 -2.279434 -0.02 0.00 0.00 0.1532
H -5.214684 -0.964048 2.864564 0.00 0.00 0.00 0.0946
H -3.468655 -1.019922 3.204353 -0.03 -0.04 0.00 0.0708
H -4.281048 -2.450235 2.594837 -0.01 0.00 0.01 0.1088



No. 7
25
Properties=species:S:1:pos:R:3:forces:R:3:lowdin_charge:R:1 method="wB97M-V/def2-TZVPD" homo_lumo_gap_ev="7.665 / 7.674" largest_force_ev_per_a=5.3 total_energy_ha=-861.682226 charge=+1 e_above_lowest_kcal_mol=72.66 e_lumo_ev="-4.0 / -4.0"
C -0.364053 -1.089275 -0.455105 1.40 -0.42 2.05 -0.0412
C 0.141096 -2.733133 1.276410 2.17 0.19 1.36 -0.0298
C -2.043986 -2.190057 0.966287 -1.16 0.86 0.93 -0.0163
C 0.804015 2.153190 0.786996 0.69 -1.69 2.81 -0.1764
C 1.979335 2.423295 -1.282942 -2.21 -0.65 0.10 -0.1268
C -0.322923 0.852144 -1.740208 1.52 4.19 2.87 -0.5671
N -0.725485 -1.991651 0.437102 -1.58 0.57 -2.03 -0.1486
N 1.209254 1.575633 -0.399803 -1.28 -3.06 -3.45 -0.1804
N -0.967338 -0.034130 -0.940995 -2.38 -1.82 0.91 -0.0073
Cl -1.434994 2.113318 -2.063099 -0.16 0.88 -0.48 0.7455
H 0.690911 -0.999687 -0.616851 0.68 -0.58 -0.37 0.1567
H 1.209116 -2.627680 1.061837 -0.30 -0.03 -0.33 0.1172
H -0.046239 -2.225648 2.225273 0.65 -0.44 0.44 0.1080
H -0.114233 -3.780943 1.421724 -0.21 0.03 -0.52 0.1169
H -1.954957 -2.180833 2.050350 -0.16 0.59 0.15 0.1043
H -2.804148 -1.489013 0.668180 -0.01 0.49 -0.31 0.0999
H -2.452059 -3.157148 0.828175 -0.03 -1.21 -0.93 0.1010
H 0.236340 1.450254 1.507303 0.38 0.86 -1.39 0.0988
H 1.843574 2.096098 1.314407 -1.60 1.15 -0.31 0.1451
H 0.306980 3.100009 0.704235 0.00 0.89 0.33 0.0716
H 2.924977 2.596927 -0.892951 1.90 0.34 0.88 0.0703
H 2.055210 1.840798 -2.164981 0.48 -0.04 -1.18 0.0654
H 1.483978 3.362325 -1.458530 -0.18 0.67 -0.32 0.0819
H 0.234278 0.626724 -2.583609 1.14 -1.06 -1.20 0.0741
H -1.888651 0.308485 -0.649208 0.27 -0.72 -0.02 0.1373



No. 8
12
Properties=species:S:1:pos:R:3:forces:R:3:lowdin_charge:R:1 method="wB97M-V/def2-TZVPD" homo_lumo_gap_ev="8.074 / 4.806" largest_force_ev_per_a=3.5 total_energy_ha=-248.202132 charge=+1 e_above_lowest_kcal_mol=259.51 e_lumo_ev="-5.5 / -7.0"
C 1.590429 0.505261 -0.009681 -2.72 0.42 -2.00 0.2984
C -1.500098 0.221182 -0.258881 2.03 0.82 0.57 -0.0242
C -3.259440 0.313792 0.033648 0.91 -0.09 0.69 0.0466
C -2.566975 0.156272 -1.138816 -1.22 -0.39 1.75 -0.0015
C 2.795778 0.332741 0.527912 2.92 1.89 0.39 -0.1596
N -2.099705 -0.171820 0.884089 -1.77 -0.52 1.14 0.0410
H -4.088514 0.917585 0.473355 0.72 -0.35 -0.66 0.1564
H -2.697164 0.327207 -2.129637 -0.48 0.45 -2.53 0.0805
H 3.464373 1.209544 0.051245 -0.97 -1.79 0.60 0.1934
H 2.818726 0.463622 1.591510 0.09 0.02 1.16 0.1043
H 3.125785 -0.674307 0.293781 0.39 -0.49 -0.44 0.1308
H -1.899030 0.247292 1.801665 0.09 0.04 -0.67 0.1338



What is the charge in the fifth record? 0